No. 1
{"formula": "C3H6OS", "method": "ωB97M-V/def2-TZVPD", "homo_energy_ev": -8.578, "lumo_ha": -0.00614, "energy_ha": -591.21113, "orbital_gap_ev": 8.41, "de_lowest_kj_mol": 320.0, "charge": 0, "symbols": ["C", "C", "C", "H", "H", "H", "H", "H", "H", "O", "S"], "positions_angstrom": [[-0.9022, -0.7537, -0.5835], [-0.0262, 0.5784, -0.3825], [1.1514, 0.5376, 0.5232], [-1.2210, -1.3124, 0.3317], [-2.0298, -0.2898, -0.8310], [-0.3438, -1.3487, -1.4534], [-0.4002, 1.4968, 0.1200], [0.2045, 0.9496, -1.4242], [-0.0884, -0.6998, 1.7950], [0.9768, 0.0968, 1.8493], [2.6789, 0.7453, 0.0554]]}



No. 2
{"formula": "CH3LaMgO2", "method": "ωB97M-V/def2-TZVPD", "homo_energy_ev": [-6.728, -6.753], "lumo_ha": [-0.04224, -0.04387], "energy_ha": -421.93740, "orbital_gap_ev": [5.58, 5.56], "charge": 0, "symbols": ["O", "C", "O", "H", "H", "Mg", "La", "H"], "positions_angstrom": [[-2.6735, 0.0384, -0.0804], [-1.7215, -0.9473, 0.0771], [-0.4782, -0.3258, 0.3714], [-1.6259, -1.5840, -0.8307], [-1.9530, -1.6191, 0.9324], [-1.3674, 1.4670, 0.1589], [1.9350, -0.6151, -0.3126], [-1.2369, 3.2866, 0.3268]]}



No. 3
{"formula": "C34H40ClNO4", "method": "ωB97M-V/def2-TZVPD", "homo_energy_ev": -8.128, "lumo_ha": 0.00448, "energy_ha": -2135.50242, "orbital_gap_ev": 8.25, "de_lowest_kj_mol": 2.7, "charge": 0, "smiles": "COc1ccc2c(c1)c(CC(=O)OC/C=C(\\C)CC/C=C(\\C)CCC=C(C)C)c(C)n2C(=O)c1ccc(Cl)cc1", "symbols": ["C", "O", "C", "C", "C", "C", "C", "C", "C", "C", "C", "O", "O", "C", "C", "C", "C", "C", "C", "C", "C", "C", "C", "C", "C", "C", "C", "C", "C", "C", "N", "C", "O", "C", "C", "C", "C", "Cl", "C", "C", "H", "H", "H", "H", "H", "H", "H", "H", "H", "H", "H", "H", "H", "H", "H", "H", "H", "H", "H", "H", "H", "H", "H", "H", "H", "H", "H", "H", "H", "H", "H", "H", "H", "H", "H", "H", "H", "H", "H", "H"], "positions_angstrom": [[2.4538, 6.1486, 2.6901], [1.1938, 5.5785, 2.9544], [1.0433, 4.2385, 2.7654], [-0.2357, 3.7343, 3.0531], [-0.5524, 2.4039, 2.8865], [0.4334, 1.5541, 2.4029], [1.7353, 2.0387, 2.1808], [2.0481, 3.3842, 2.3440], [2.5486, 0.9125, 1.8186], [4.0068, 1.0034, 1.4958], [4.1463, 1.6719, 0.1395], [4.3447, 2.8484, -0.0247], [3.9894, 0.7816, -0.8335], [4.0170, 1.2428, -2.1945], [2.7508, 0.8823, -2.9120], [1.5526, 1.4023, -2.6589], [1.3106, 2.4199, -1.5851], [0.3486, 0.9740, -3.4484], [-0.6764, 0.2139, -2.5865], [-0.0791, -1.0394, -2.0260], [-0.2574, -2.2837, -2.4561], [-1.1377, -2.6840, -3.6002], [0.4485, -3.4314, -1.7805], [-0.3442, -3.9802, -0.5776], [-1.6322, -4.6193, -0.9890], [-2.8502, -4.1510, -0.7432], [-3.1008, -2.8690, 0.0025], [-4.0800, -4.8720, -1.2094], [1.7525, -0.1916, 1.8213], [2.1123, -1.5939, 1.4980], [0.4410, 0.1794, 2.1521], [-0.6293, -0.6939, 2.2255], [-0.4890, -1.8817, 2.4246], [-1.9759, -0.1155, 1.9684], [-2.1848, 0.7780, 0.9217], [-3.4614, 1.1990, 0.6070], [-4.5356, 0.7300, 1.3498], [-6.1315, 1.2612, 0.9641], [-4.3448, -0.1639, 2.3930], [-3.0660, -0.5955, 2.6878], [3.2217, 5.7502, 3.3611], [2.7601, 5.9844, 1.6525], [2.3379, 7.2162, 2.8696], [-0.9755, 4.4282, 3.4182], [-1.5400, 2.0539, 3.1387], [3.0479, 3.7247, 2.1346], [4.4572, 0.0134, 1.4609], [4.5131, 1.6192, 2.2403], [4.8758, 0.7602, -2.6682], [4.1763, 2.3280, -2.1805], [2.8498, 0.1283, -3.6790], [0.4346, 3.0234, -1.8132], [1.1444, 1.9276, -0.6259], [2.1656, 3.0806, -1.4612], [0.6565, 0.3313, -4.2744], [-0.1355, 1.8615, -3.8661], [-0.9993, 0.8615, -1.7694], [-1.5515, -0.0048, -3.1986], [0.6088, -0.8711, -1.2063], [-1.8007, -3.4885, -3.2860], [-1.7385, -1.8615, -3.9750], [-0.5229, -3.0580, -4.4196], [1.4283, -3.1021, -1.4271], [0.6017, -4.2395, -2.4988], [0.2758, -4.7323, -0.0806], [-0.5312, -3.1747, 0.1308], [-1.5239, -5.5463, -1.5399], [-2.7294, -2.0164, -0.5656], [-4.1644, -2.7266, 0.1763], [-2.5930, -2.8737, 0.9648], [-4.6730, -4.2243, -1.8556], [-3.8266, -5.7760, -1.7582], [-4.7007, -5.1459, -0.3564], [1.3787, -2.0374, 0.8289], [3.0880, -1.6250, 1.0208], [2.1321, -2.2029, 2.4015], [-1.3443, 1.1421, 0.3516], [-3.6280, 1.8855, -0.2079], [-5.1902, -0.5230, 2.9582], [-2.8984, -1.3054, 3.4834]]}